[1]
{
  "formula": "C4H4InO5",
  "method": "wB97M-V/def2-TZVPD",
  "lumo_ev": -15.7,
  "homo_lumo_gap_ev": 11.3,
  "energy_ha": -719.45998,
  "de_lowest_kcal_mol": 156.8,
  "charge": 3,
  "species": ["In", "O", "C", "C", "O", "C", "O", "C", "O", "H", "H", "O", "H", "H"],
  "positions_angstrom": [[-0.027, 0.032, -0.262], [-3.056, 0.104, 0.153], [-1.918, 0.071, -0.022], [1.872, 0.010, -0.436], [3.021, 0.006, -0.510], [-0.053, 1.870, -0.774], [-0.065, 2.989, -1.047], [-0.002, -1.809, 0.242], [0.018, -2.909, 0.582], [-0.617, -0.425, -1.886], [0.184, -0.438, -1.974], [0.191, -0.173, 1.751], [0.999, 0.340, 2.007], [-0.546, 0.332, 2.177]],
  "mulliken_charge": [0.4101, 0.0192, 0.4870, 0.4902, 0.0197, 0.4026, 0.0056, 0.3281, -0.0207, 0.3177, 0.3157, -0.6747, 0.4509, 0.4486]
}

[2]
{
  "formula": "C4H4KMgO5",
  "method": "wB97M-V/def2-TZVPD",
  "s_squared": 0.76,
  "spin_multiplicity": 2,
  "lumo_ev": [-1.3, -1.3],
  "homo_lumo_gap_ev": [2.6, 3.3],
  "energy_ha": -1330.88540,
  "de_lowest_kcal_mol": 123.1,
  "species": ["O", "C", "C", "O", "O", "C", "H", "H", "H", "H", "O", "C", "O", "K", "Mg"],
  "positions_angstrom": [[0.762, 1.299, 2.299], [-0.204, 1.788, 3.047], [2.065, 1.984, 2.494], [-1.326, 1.292, 3.084], [0.178, 2.985, 3.498], [1.477, 3.296, 3.041], [2.695, 1.420, 1.809], [2.948, 1.963, 3.143], [1.475, 4.067, 2.271], [2.068, 3.643, 3.890], [3.130, 0.667, -1.164], [2.177, 0.304, -0.642], [1.193, -0.563, -0.692], [-2.368, -0.284, 1.137], [1.614, -0.270, -2.996]],
  "nbo_charge": [-0.4678, 1.0026, -0.1961, -0.7012, -0.4697, -0.0879, 0.2753, 0.2032, 0.1992, 0.1963, -0.6515, 0.5380, -0.8722, 0.9720, 0.0599]
}

[3]
{
  "formula": "C4H4KO5",
  "method": "wB97M-V/def2-TZVPD",
  "lumo_ev": [-6.4, -6.3],
  "homo_lumo_gap_ev": [7.3, 7.2],
  "energy_ha": -1130.58389,
  "de_lowest_kcal_mol": 111.7,
  "charge": 1,
  "species": ["O", "C", "C", "O", "O", "C", "H", "H", "H", "H", "K", "O", "C", "O"],
  "positions_angstrom": [[-2.857, 1.118, 0.055], [-1.872, 0.184, 0.164], [-4.177, 0.623, 0.143], [-1.577, -0.531, -0.898], [-2.784, -1.257, 0.186], [-4.107, -0.870, -0.049], [-4.772, 1.129, -0.634], [-4.593, 0.913, 1.122], [-4.410, -1.196, -1.060], [-4.736, -1.415, 0.674], [1.884, 0.225, -0.309], [-0.932, 0.416, 0.971], [5.084, -0.089, -0.086], [6.202, -0.165, -0.009]],
  "nbo_charge": [-0.4919, 0.9150, -0.1042, -0.2131, -0.1873, -0.1459, 0.2173, 0.2055, 0.2337, 0.2713, 0.9835, -0.6944, 0.4298, -0.4193]
}

[4]
{
  "formula": "C4H4Li2NaO5",
  "method": "wB97M-V/def2-TZVPD",
  "lumo_ev": -4.2,
  "homo_lumo_gap_ev": 7.4,
  "energy_ha": -708.26805,
  "de_lowest_kcal_mol": 0.0,
  "charge": 1,
  "species": ["O", "C", "O", "Li", "O", "C", "C", "H", "H", "H", "H", "O", "C", "O", "Li", "Na"],
  "positions_angstrom": [[-0.644, 3.104, -2.339], [-0.542, 1.857, -2.244], [-0.205, 1.115, -3.198], [-0.165, 2.793, -4.225], [-0.777, 1.277, -1.054], [0.002, 0.146, -0.699], [-0.176, -0.057, 0.792], [1.061, 0.317, -0.936], [-0.332, -0.743, -1.251], [0.265, 0.780, 1.351], [-1.235, -0.168, 1.061], [0.513, -1.267, 1.109], [0.452, -1.753, 2.379], [-0.658, -1.695, 2.921], [-0.119, -2.498, 4.501], [2.558, -3.208, 1.832]],
  "nbo_charge": [-0.8092, 0.9541, -0.8516, 0.9599, -0.5302, -0.0702, -0.1059, 0.1791, 0.1917, 0.1895, 0.2082, -0.5918, 0.2266, -0.8044, 0.9411, 0.9129]
}

[5]
{
  "formula": "C4H4Li2O5Rb",
  "method": "wB97M-V/def2-TZVPD",
  "lumo_ev": -4.0,
  "homo_lumo_gap_ev": 6.1,
  "energy_ha": -570.02991,
  "charge": 1,
  "species": ["O", "C", "O", "Li", "O", "C", "C", "H", "H", "H", "H", "O", "C", "O", "Rb", "Li"],
  "positions_angstrom": [[6.333, -0.010, -0.773], [5.399, 0.774, -0.476], [5.483, 2.021, -0.580], [7.311, 1.651, -1.198], [4.229, 0.277, -0.037], [3.034, 0.875, -0.516], [1.919, -0.122, -0.276], [3.120, 1.099, -1.588], [2.832, 1.815, 0.015], [2.046, -1.011, -0.907], [1.866, -0.431, 0.777], [0.705, 0.552, -0.620], [-0.514, 0.091, -0.219], [-0.540, -0.948, 0.446], [-5.056, -1.605, 0.788], [-0.706, 1.573, -1.710]],
  "nbo_charge": [-0.8114, 0.9559, -0.8539, 0.9586, -0.5326, -0.0697, -0.1074, 0.1718, 0.1861, 0.1923, 0.2135, -0.6616, 0.2155, -0.7143, 0.9961, 0.8612]
}

[6]
{
  "formula": "C4H4LiO2Rb",
  "method": "wB97M-V/def2-TZVPD",
  "s_squared": 0.75,
  "spin_multiplicity": 2,
  "lumo_ev": [-3.6, -3.6],
  "homo_lumo_gap_ev": [6.2, 6.2],
  "energy_ha": -336.56656,
  "de_lowest_kcal_mol": 19.5,
  "charge": 1,
  "species": ["H", "C", "C", "C", "C", "O", "O", "Li", "Rb", "H", "H", "H"],
  "positions_angstrom": [[-1.484, 4.486, -2.107], [0.687, -1.125, 1.842], [0.703, -0.233, 0.705], [0.188, -0.626, -0.464], [-0.153, -0.655, -1.764], [-1.264, -0.340, -2.320], [1.145, -0.857, 2.956], [1.991, 0.361, 4.009], [-3.883, 1.427, -2.993], [0.224, -2.120, 1.679], [1.181, 0.747, 0.854], [0.667, -1.065, -2.397]],
  "nbo_charge": [0.0020, 0.4561, -0.4694, 0.0001, 0.1924, -0.8260, -0.8169, 0.9808, 0.9926, 0.1570, 0.1771, 0.1542]
}

[7]
{
  "formula": "C4H4LiO2Yb",
  "method": "wB97M-V/def2-TZVPD",
  "lumo_ev": -4.1,
  "homo_lumo_gap_ev": 5.7,
  "energy_ha": -1471.02485,
  "de_lowest_kcal_mol": 140.4,
  "charge": 1,
  "species": ["O", "C", "C", "H", "H", "H", "C", "C", "O", "Li", "H", "Yb"],
  "positions_angstrom": [[2.287, -0.196, -3.265], [1.922, 0.724, -3.988], [1.872, 1.168, -5.226], [2.327, 0.581, -6.024], [1.477, 2.164, -5.425], [2.038, -0.002, -1.394], [1.008, 2.274, -2.074], [1.130, 1.692, -0.983], [1.628, 0.632, -0.462], [1.838, 0.179, 1.435], [1.200, 3.214, -2.567], [2.567, -2.545, 3.665]],
  "nbo_charge": [-0.5397, 0.6770, -0.6864, 0.2950, 0.2597, 0.5742, -0.3204, 0.2902, -0.7987, 0.7093, 0.2614, 0.2783]
}

[8]
{
  "formula": "C4H4LiO5Pd",
  "method": "wB97M-V/def2-TZVPD",
  "s_squared": 2.01,
  "spin_multiplicity": 3,
  "lumo_ev": [-3.4, -6.4],
  "homo_lumo_gap_ev": [9.0, 7.0],
  "energy_ha": -666.02298,
  "de_lowest_kcal_mol": 9.6,
  "charge": 1,
  "species": ["O", "C", "O", "O", "C", "C", "H", "H", "H", "H", "O", "O", "C", "Li", "Pd"],
  "positions_angstrom": [[1.992, 1.410, -0.078], [1.836, 0.382, 0.685], [2.409, 0.233, 1.757], [0.864, -0.420, 0.229], [-0.402, -0.633, 0.894], [-1.529, -0.244, -0.040], [-0.431, -0.016, 1.800], [-0.423, -1.703, 1.130], [-1.829, 0.812, -0.002], [-2.426, -0.617, 0.473], [-1.947, -1.122, -1.491], [-0.552, 0.251, -2.509], [-1.337, -0.715, -2.563], [3.221, 1.495, 1.000], [0.554, 0.888, -1.284]],
  "nbo_charge": [-0.8080, 0.9165, -0.6810, -0.5444, -0.1203, -0.1674, 0.2495, 0.2423, 0.2486, 0.2490, -0.4998, -0.6404, 0.8859, 0.9647, 0.7048]
}

[9]
{
  "formula": "C4H4LiO5Pt",
  "method": "wB97M-V/def2-TZVPD",
  "s_squared": 3.77,
  "spin_multiplicity": 4,
  "lumo_ev": [-9.2, -11.9],
  "homo_lumo_gap_ev": [8.3, 6.1],
  "energy_ha": -656.94939,
  "de_lowest_kcal_mol": 43.1,
  "charge": 2,
  "species": ["O", "C", "O", "Li", "Pt", "C", "C", "H", "H", "O", "C", "O", "O", "H", "H"],
  "positions_angstrom": [[2.891, 0.830, 0.875], [3.123, -0.358, 0.657], [2.427, -1.101, -0.077], [1.622, -2.788, -0.133], [1.113, 0.537, -0.186], [-0.293, 1.134, -1.713], [-1.369, 1.339, -0.956], [0.086, 1.667, -2.583], [-1.516, 2.174, -0.268], [-2.954, -1.751, -0.638], [-1.960, -0.956, -0.783], [-0.939, -1.297, -1.453], [-2.262, 0.283, -0.583], [-3.457, -1.880, -1.458], [-0.805, -0.244, -2.371]],
  "nbo_charge": [-0.5693, 0.8500, -0.8366, 0.9871, 0.9352, -0.5822, 0.1909, 0.3237, 0.2881, -0.6344, 1.0520, -0.6127, -0.4104, 0.5614, 0.4571]
}

[10]
{
  "formula": "C4H4LuO2",
  "method": "wB97M-V/def2-TZVPD",
  "s_squared": 0.76,
  "spin_multiplicity": 2,
  "lumo_ev": [-21.5, -21.5],
  "homo_lumo_gap_ev": [4.0, 8.4],
  "energy_ha": -1538.54774,
  "de_lowest_kcal_mol": 76.4,
  "charge": 4,
  "species": ["H", "O", "C", "C", "C", "C", "H", "H", "H", "O", "Lu"],
  "positions_angstrom": [[-1.280, -0.536, 0.825], [0.940, -2.976, -0.714], [0.784, -1.874, -0.660], [0.574, -0.447, -0.655], [-0.539, 0.092, 0.237], [-1.335, 1.229, -0.111], [0.875, 0.044, -1.589], [-0.857, 2.076, -0.606], [-2.299, 1.362, 0.376], [0.840, 0.230, 0.595], [2.297, 0.799, 2.302]],
  "nbo_charge": [0.3374, -0.0046, 0.8845, -0.0573, -0.0446, -0.0080, 0.3750, 0.2475, 0.2980, -0.7084, 2.6803]
}

[11]
{
  "formula": "C4H4MgO5Tl",
  "method": "wB97M-V/def2-TZVPD",
  "s_squared": 0.75,
  "spin_multiplicity": 2,
  "lumo_ev": [-0.2, -1.2],
  "homo_lumo_gap_ev": [7.1, 7.3],
  "energy_ha": -903.59125,
  "de_lowest_kcal_mol": 0.0,
  "species": ["O", "O", "C", "C", "O", "C", "H", "H", "H", "H", "O", "O", "C", "Tl", "Mg"],
  "positions_angstrom": [[-2.705, 0.308, 0.393], [-0.525, 0.605, 0.391], [0.829, 0.103, 0.174], [1.761, 1.048, 0.924], [1.513, 2.362, 0.617], [-1.614, -0.075, 0.053], [0.893, -0.928, 0.548], [1.020, 0.135, -0.907], [2.789, 0.710, 0.660], [1.648, 0.832, 2.011], [-1.377, -2.442, -0.271], [-1.350, -1.171, -2.066], [-1.422, -1.315, -0.822], [-0.276, 3.141, 0.522], [-1.183, -3.311, -2.228]],
  "mulliken_charge": [-0.5654, -0.2450, -0.3840, -0.4591, -0.6321, 0.4368, 0.3654, 0.3100, 0.3279, 0.2683, -0.8191, -0.8292, 1.4676, 0.4512, 0.3066]
}

[12]
{
  "formula": "C4H4N2",
  "method": "wB97M-V/def2-TZVPD",
  "lumo_ev": [-0.8, -0.9],
  "homo_lumo_gap_ev": [8.0, 8.0],
  "energy_ha": -264.16360,
  "de_lowest_kcal_mol": 102.2,
  "species": ["C", "C", "C", "N", "C", "N", "H", "H", "H", "H"],
  "positions_angstrom": [[-1.059, -0.670, -0.273], [0.240, 0.088, -0.148], [1.457, -0.480, -0.606], [2.431, -0.980, -0.997], [0.289, 1.345, 0.451], [0.311, 2.401, 1.033], [-1.894, -0.071, 0.098], [-1.036, -1.617, 0.276], [-1.251, -0.898, -1.327], [0.513, 0.883, 1.494]],
  "nbo_charge": [-0.6028, -0.3135, 0.2487, -0.3051, 0.0440, -0.2673, 0.2287, 0.2258, 0.2348, 0.5067]
}

[13]
{
  "formula": "C4H4N2",
  "method": "wB97M-V/def2-TZVPD",
  "lumo_ev": 0.5,
  "homo_lumo_gap_ev": 9.5,
  "energy_ha": -264.23867,
  "de_lowest_kcal_mol": 55.1,
  "smiles": "N#CCC=C=N",
  "species": ["N", "C", "C", "C", "C", "N", "H", "H", "H", "H"],
  "positions_angstrom": [[-0.846, 1.496, -2.743], [-0.648, 1.077, -1.686], [-0.850, 0.501, -0.325], [0.287, 0.327, 0.786], [1.034, -0.768, 0.827], [1.401, -1.834, 1.278], [-1.745, 1.055, 0.084], [-1.183, -0.478, -0.673], [0.523, 1.205, 1.322], [2.026, -2.581, 1.130]],
  "nbo_charge": [-0.3302, 0.2754, -0.5030, -0.4412, 0.4571, -0.6275, 0.2591, 0.2514, 0.2449, 0.4140]
}

[14]
{
  "formula": "C4H4N2",
  "method": "wB97M-V/def2-TZVPD",
  "lumo_ev": 0.5,
  "homo_lumo_gap_ev": 12.7,
  "energy_ha": -264.29682,
  "de_lowest_kcal_mol": 18.6,
  "smiles": "CC(C#N)C#N",
  "species": ["C", "C", "C", "N", "C", "N", "H", "H", "H", "H"],
  "positions_angstrom": [[-0.944, -0.558, -0.010], [0.402, 0.138, 0.277], [1.568, -0.547, -0.310], [2.475, -1.179, -0.651], [0.137, 1.531, -0.116], [-0.410, 2.531, -0.304], [-1.691, -0.020, 0.580], [-0.913, -1.621, 0.237], [-1.215, -0.429, -1.060], [0.592, 0.154, 1.357]],
  "nbo_charge": [-0.5699, -0.4135, 0.2800, -0.2741, 0.2817, -0.2802, 0.2318, 0.2299, 0.2307, 0.2836]
}

[15]
{
  "formula": "C4H4N2",
  "method": "wB97M-V/def2-TZVPD",
  "lumo_ev": 0.5,
  "homo_lumo_gap_ev": 12.7,
  "energy_ha": -264.30382,
  "de_lowest_kcal_mol": 14.2,
  "smiles": "CC(C#N)C#N",
  "species": ["C", "C", "C", "N", "C", "N", "H", "H", "H", "H"],
  "positions_angstrom": [[-0.980, -0.624, -0.010], [0.307, 0.146, 0.339], [1.481, -0.462, -0.312], [2.386, -0.984, -0.808], [0.177, 1.566, -0.035], [0.022, 2.675, -0.319], [-1.818, -0.199, 0.548], [-0.864, -1.678, 0.254], [-1.192, -0.546, -1.079], [0.481, 0.107, 1.422]],
  "nbo_charge": [-0.5745, -0.4116, 0.2794, -0.2739, 0.2795, -0.2741, 0.2299, 0.2308, 0.2316, 0.2828]
}

[16]
{
  "formula": "C4H4N2",
  "method": "wB97M-V/def2-TZVPD",
  "lumo_ev": 0.7,
  "homo_lumo_gap_ev": 10.6,
  "energy_ha": -264.20818,
  "de_lowest_kcal_mol": 74.2,
  "smiles": "N#C[C@@H]1C=C1N",
  "species": ["N", "C", "C", "C", "C", "N", "H", "H", "H", "H"],
  "positions_angstrom": [[-1.157, 2.658, -0.421], [-0.638, 1.760, 0.098], [-0.006, 0.614, 0.750], [1.467, 0.012, 0.255], [0.361, -0.546, -0.069], [-0.304, -1.579, -0.683], [-0.529, 0.381, 1.696], [2.548, -0.127, 0.083], [-0.678, -1.282, -1.574], [-1.033, -1.913, -0.065]],
  "nbo_charge": [-0.3301, 0.2579, -0.3588, -0.1524, 0.1654, -0.8327, 0.2262, 0.2526, 0.3928, 0.3791]
}

[17]
{
  "formula": "C4H4N2",
  "method": "wB97M-V/def2-TZVPD",
  "lumo_ev": [-0.6, -0.6],
  "homo_lumo_gap_ev": [8.7, 8.7],
  "energy_ha": -264.09518,
  "de_lowest_kcal_mol": 145.1,
  "smiles": "C1#CN=NCC1",
  "species": ["C", "C", "N", "N", "C", "C", "H", "H", "H", "H"],
  "positions_angstrom": [[-0.834, -1.133, -0.413], [-1.399, -0.277, -1.166], [-1.477, 1.030, -0.935], [-0.444, 1.473, -0.337], [0.661, 0.597, 0.008], [0.228, -0.908, 0.526], [1.122, 1.101, 0.970], [1.492, 0.509, -0.792], [-0.318, -0.688, 1.426], [0.970, -1.704, 0.712]],
  "nbo_charge": [0.0733, 0.0570, -0.1550, -0.1357, -0.3006, -0.5037, 0.2286, 0.2326, 0.2404, 0.2631]
}

[18]
{
  "formula": "C4H4N2",
  "method": "wB97M-V/def2-TZVPD",
  "lumo_ev": [-1.4, -0.3],
  "homo_lumo_gap_ev": [7.2, 8.1],
  "energy_ha": -264.05307,
  "de_lowest_kcal_mol": 171.5,
  "species": ["C", "C", "C", "C", "N", "N", "H", "H", "H", "H"],
  "positions_angstrom": [[1.336, 0.039, 0.028], [0.313, 0.997, 0.018], [1.177, -1.286, -0.190], [-0.933, 0.398, 0.156], [-1.180, -0.854, 0.282], [-2.252, 0.105, -0.233], [2.277, 0.569, -0.079], [0.434, 1.963, -0.262], [1.718, -2.212, -0.187], [-2.891, 0.281, 0.467]],
  "nbo_charge": [-0.3698, -0.2360, 0.0162, 0.2509, -0.1730, -0.4710, 0.2384, 0.2167, 0.1905, 0.3371]
}

[19]
{
  "formula": "C4H4N2",
  "method": "wB97M-V/def2-TZVPD",
  "lumo_ev": -0.1,
  "homo_lumo_gap_ev": 8.1,
  "energy_ha": -264.14278,
  "de_lowest_kcal_mol": 115.2,
  "species": ["C", "C", "N", "C", "C", "N", "H", "H", "H", "H"],
  "positions_angstrom": [[1.212, 1.032, 0.126], [0.641, -1.036, 0.283], [0.309, -1.192, -0.937], [-0.767, -0.673, -0.035], [-1.051, 0.783, 0.030], [0.018, 1.484, 0.001], [1.891, 1.217, -0.716], [1.391, -1.478, 0.932], [-1.609, -1.347, 0.116], [-2.035, 1.209, 0.201]],
  "nbo_charge": [-0.0066, 0.0336, -0.2983, -0.2015, 0.0096, -0.3601, 0.1765, 0.2268, 0.2127, 0.2074]
}

[20]
{
  "formula": "C4H4N2",
  "method": "wB97M-V/def2-TZVPD",
  "lumo_ev": 1.0,
  "homo_lumo_gap_ev": 9.9,
  "energy_ha": -264.14834,
  "de_lowest_kcal_mol": 111.8,
  "smiles": "c1[nH]nc2c1C2",
  "species": ["C", "N", "N", "C", "C", "C", "H", "H", "H", "H"],
  "positions_angstrom": [[0.632, 0.786, 0.759], [-0.317, 1.557, 0.125], [-1.088, 0.801, -0.746], [-0.634, -0.371, -0.603], [0.533, -0.483, 0.366], [0.019, -1.679, -0.333], [1.305, 1.391, 1.455], [-0.403, 2.533, -0.138], [0.634, -2.021, -1.045], [-0.680, -2.516, 0.159]],
  "nbo_charge": [-0.0438, -0.4019, -0.2531, 0.1502, -0.1949, -0.3287, 0.2248, 0.4089, 0.2136, 0.2249]
}